1.
# C2H40O20

A 19-piece molecular cluster, C2H40O20 overall at a distorted geometry (ωB97M-V with the def2-TZVPD basis set, the OMol25 dataset).

```
62
Properties=species:S:1:pos:R:3:nbo_charge:R:1
O 0.39650 -1.29724 -1.20913 -1.034
C -0.41121 -0.61412 -0.22075 -0.138
C 0.02575 0.82067 -0.12790 -0.051
O -0.85864 1.66220 0.48278 -1.010
H -0.37542 -1.09733 0.76087 0.164
H -1.46194 -0.67461 -0.64428 0.161
H 0.24014 1.16502 -1.11733 0.115
H 0.98659 0.88777 0.45174 0.116
O -2.35606 3.00136 2.60102 -0.979
H -1.78557 2.74017 3.33816 0.464
H -1.77142 2.67120 1.88159 0.506
O -3.30991 1.34097 -0.38706 -0.961
H -3.30175 2.21280 -0.04859 0.470
H -2.42372 1.02848 -0.49787 0.476
O -0.89425 -2.82256 2.95416 -0.949
H -1.46012 -2.41903 2.34987 0.495
H -0.99913 -2.31121 3.74648 0.454
O -2.23144 -0.19673 2.25522 -0.997
H -1.96888 0.29123 1.46937 0.502
H -1.69619 0.21470 2.93380 0.474
O 0.99644 3.83586 0.47719 -0.985
H 1.80419 3.47522 0.21308 0.475
H 0.32363 3.21100 0.23044 0.486
O 0.28970 1.46600 2.79950 -1.035
H 0.09749 1.61752 1.85762 0.497
H 0.75634 0.63560 2.79155 0.470
O -0.05638 0.31586 -3.47138 -0.968
H 0.74860 0.85240 -3.60107 0.467
H 0.08388 -0.13703 -2.63619 0.506
O 3.03854 2.31124 -0.72205 -0.976
H 3.20868 1.73725 0.04599 0.498
H 2.83234 1.68512 -1.36089 0.476
O -3.35948 -2.92299 -0.60237 -0.982
H -2.40116 -3.13874 -0.47235 0.501
H -3.54335 -2.26657 0.03268 0.461
O -0.62806 -3.35195 -0.07861 -1.004
H -0.17075 -2.61773 -0.55204 0.498
H -0.19405 -4.14548 -0.45901 0.469
O -2.27951 1.76234 -3.48256 -0.999
H -2.13670 2.51734 -2.94505 0.471
H -1.45217 1.25956 -3.34069 0.479
O 2.87944 -0.53789 -0.99221 -1.017
H 3.16855 -1.03835 -0.25071 0.459
H 1.89170 -0.54544 -0.88784 0.509
O 1.84668 -0.54125 3.05236 -0.964
H 1.65556 -1.35088 2.52780 0.518
H 1.82565 -0.84059 3.94447 0.476
O 1.65176 -2.78581 -2.86106 -0.987
H 1.07948 -2.33968 -2.22362 0.503
H 2.15953 -2.08905 -3.25395 0.457
O 3.96546 0.95695 1.83273 -0.962
H 4.74590 0.65485 1.33567 0.465
H 3.37802 0.25121 2.03073 0.500
O -1.48669 -2.32608 -2.96155 -0.961
H -1.99446 -1.54971 -3.33464 0.462
H -0.94941 -1.78470 -2.34009 0.478
O -1.55306 3.46989 -1.28578 -0.972
H -1.41888 2.60806 -0.88851 0.496
H -0.74342 3.52438 -1.83463 0.453
O 1.98384 -2.69620 1.23616 -0.980
H 1.17309 -2.47951 0.81064 0.505
H 2.43969 -3.26579 0.64811 0.481
```

## Properties
E_HOMO, eV: -3.1251
ΔE to the lowest compared entry with this formula, charge and spin, kJ/mol: 72.2
Gap between HOMO and LUMO, eV: 7.5
Charge: -2
Lowest unoccupied orbital energy, eV: 4.336

=====

2.
# C29H69BCl6F4N2O14

C29H69BCl6F4N2O14 as an isolated structure at a distorted geometry (ωB97M-V with the def2-TZVPD basis set, the OMol25 dataset).

```
125
Properties=species:S:1:pos:R:3:lowdin_charge:R:1
C -1.02817 1.89832 2.84390 -0.061
C -0.05252 1.03457 2.02127 -0.169
N -0.39230 0.77392 0.66315 -0.021
C -1.59770 0.82321 0.06488 -0.011
C -1.44847 0.40153 -1.22676 -0.041
N -0.13974 0.05082 -1.38481 -0.039
C 0.52566 0.26428 -0.22324 0.025
C 0.30093 -0.38221 -2.69269 -0.026
H -2.07640 1.62602 2.74440 0.052
H -0.96256 2.90248 2.41164 0.046
H -0.65226 2.06334 3.84857 0.033
H 0.07239 0.09449 2.56540 0.109
H 0.96594 1.42626 2.01833 0.120
H -2.48669 1.13926 0.58199 0.079
H -2.15650 0.24054 -2.02181 0.135
H 1.60531 0.27806 -0.19397 0.121
H 1.13791 0.25710 -2.96617 -0.144
H -0.44195 -0.28024 -3.47928 0.119
H 0.62814 -1.41787 -2.64366 0.087
B 0.25655 1.74558 -3.00939 -1.167
F 1.27035 1.00365 -3.63296 0.246
F 0.48389 1.76624 -1.62977 0.138
F 0.21145 3.04909 -3.49046 0.183
F -0.98287 1.12384 -3.26770 0.049
C 1.69937 3.78472 7.23071 -0.168
C 3.00887 3.19660 6.65802 -0.154
C 2.63382 2.84688 5.19663 -0.211
O 1.21950 2.73075 5.20851 -0.234
C 0.63618 2.94373 6.56173 -0.218
H 1.51759 4.79134 6.84703 0.089
H 1.64849 3.77570 8.31820 0.115
H 3.29379 2.34573 7.27763 0.108
H 3.79333 3.94579 6.77124 0.106
H 3.11494 1.87014 5.11045 0.101
H 3.09210 3.60601 4.56517 0.110
H 0.49467 2.04551 7.16025 0.065
H -0.29869 3.44756 6.32930 0.086
C -0.02522 -5.12673 -0.97970 -0.167
C -0.47892 -6.20496 -1.92502 -0.170
C -1.77582 -5.57862 -2.37010 -0.199
O -1.51840 -4.17981 -2.37103 -0.171
C -0.29796 -3.81914 -1.77918 -0.203
H 1.03624 -5.16687 -0.73534 0.101
H -0.71419 -5.07293 -0.13494 0.124
H -0.66596 -7.17262 -1.45827 0.114
H 0.26421 -6.33548 -2.71267 0.119
H -2.66008 -5.75056 -1.75322 0.123
H -2.02329 -5.81998 -3.40746 0.114
H -0.17974 -2.99019 -1.08084 0.116
H 0.45169 -3.73742 -2.57534 0.106
C -4.55585 0.20033 -4.18899 -0.207
C -6.04524 -0.01450 -3.93103 -0.232
O -6.65245 -0.67035 -5.06839 -0.084
O -3.92567 -1.01353 -3.80585 -0.066
H -4.24636 1.04044 -3.56571 0.103
H -4.37498 0.44718 -5.23492 0.130
H -6.58765 0.93696 -3.85432 0.109
H -6.35725 -0.54039 -3.02739 0.120
H -7.43918 -1.07923 -4.69822 0.075
H -3.72926 -1.57529 -4.55711 0.059
C 2.81933 -3.76658 1.46996 -0.230
C 2.70302 -3.73392 2.99063 -0.215
O 2.88355 -2.37910 3.43172 -0.122
O 2.33053 -2.57092 0.85298 -0.097
H 2.34131 -4.66944 1.07918 0.101
H 3.86628 -3.85510 1.16821 0.118
H 3.52037 -4.31384 3.41869 0.115
H 1.74255 -4.12921 3.33011 0.112
H 2.55294 -1.88759 2.66289 0.046
H 2.85899 -2.49764 0.03105 0.041
C 4.44601 0.57950 1.86631 -0.206
C 5.40792 -0.58357 1.57920 -0.212
O 5.49067 -0.82147 0.18062 -0.069
O 3.15579 0.44792 1.25436 -0.085
H 4.92787 1.49704 1.52062 0.119
H 4.30453 0.55428 2.94717 0.116
H 5.08676 -1.46474 2.13390 0.111
H 6.37273 -0.26063 1.98085 0.122
H 6.13692 -0.17930 -0.12985 0.100
H 3.31270 0.49475 0.29595 0.052
C -2.79145 4.60470 -0.62022 -0.258
C -2.82327 3.77367 -1.90303 -0.217
O -2.79118 2.40320 -1.59810 -0.105
O -1.50013 4.97315 -0.19237 -0.057
H -3.28669 4.02442 0.16661 0.059
H -3.32286 5.55534 -0.68783 0.113
H -2.07235 4.11953 -2.61612 0.126
H -3.77086 4.07243 -2.37461 0.109
H -2.40346 1.85086 -2.28668 0.039
H -1.10504 4.18150 0.18726 0.071
C 3.94424 -0.54089 -2.75384 -0.196
C 3.50951 -1.99339 -2.70976 -0.177
O 3.78338 -2.60928 -1.43009 -0.075
O 3.09890 0.20309 -1.88503 -0.076
H 3.94134 -0.11095 -3.75753 0.131
H 4.98647 -0.41375 -2.44536 0.115
H 3.78104 -2.59172 -3.58227 0.125
H 2.41655 -2.00738 -2.71593 0.092
H 4.49784 -2.03021 -1.13207 0.052
H 2.41894 0.64843 -2.43384 0.065
C -1.18579 -2.79451 -5.09060 -0.234
C -2.04454 -3.64642 -6.10904 -0.219
O -2.40371 -2.87836 -7.25059 -0.075
O -0.17500 -2.30704 -5.89975 -0.058
H -0.78085 -3.59501 -4.47348 0.097
H -1.79742 -2.08822 -4.52633 0.096
H -2.95899 -4.04053 -5.65455 0.115
H -1.47276 -4.48614 -6.50264 0.119
H -3.28989 -2.51728 -7.17768 0.085
H -0.47723 -2.01951 -6.76773 0.082
C -0.54398 -0.96427 6.46732 -0.954
Cl 0.90714 -0.72478 5.47856 0.565
Cl -1.55399 0.51163 6.44685 0.539
H -1.12438 -1.70775 5.93153 0.017
H -0.28553 -1.23716 7.48405 0.031
C 1.22463 6.21353 4.38152 -1.041
Cl 0.88888 7.68270 5.21139 0.557
Cl -0.24519 5.22086 4.12663 0.583
H 1.72179 6.52242 3.46367 0.032
H 1.96832 5.59313 4.87751 0.001
C -6.02319 2.86361 0.33344 -0.977
Cl -6.18426 4.59963 0.54995 0.540
Cl -4.83616 2.25610 1.51138 0.532
H -6.92462 2.32542 0.60408 0.024
H -5.56809 2.65568 -0.62993 0.016
```

## Properties
E_HOMO, eV: -7.9381
Gap between HOMO and LUMO, eV: 8.3
Lowest unoccupied orbital energy, eV: 0.388

=====

3.
# C3H5NO

A 2-piece molecular cluster, C3H5NO overall at a distorted geometry (ωB97M-V with the def2-TZVPD basis set, the OMol25 dataset).

```
10
Properties=species:S:1:pos:R:3:nbo_charge:R:1
C 3.15694 -0.83082 0.67043 -0.049
N 2.75842 0.00464 -0.01309 0.182
O 2.64589 1.10594 -0.44374 -0.382
H 3.38815 -1.94135 0.67375 0.251
C -0.99500 -0.08114 -0.20179 -0.394
C -0.83305 1.09674 0.32781 -0.372
H -0.07681 -0.53494 -0.63543 0.190
H -1.86433 -0.62862 -0.07530 0.191
H -1.54921 1.78925 0.84597 0.192
H 0.15288 1.44414 0.42448 0.190
```

## Properties
SMILES string: C#[N+][O-].C=C
E_HOMO, eV: -10.0480
ΔE to the lowest compared entry with this formula, charge and spin, kJ/mol: 454.3
Gap between HOMO and LUMO, eV: 10.6
Lowest unoccupied orbital energy, eV: 0.506